Entry 1:
Computed, not measured: a structure of composition C26H52BN4P2Sr at a distorted geometry, with wB97M-V/def2-TZVPD.

Each line ends with the Mulliken charge.
Element x y z (Å)
H  2.0329  -0.0599  -2.8393  0.321
C  0.0174  0.7218  4.4331  1.848
H  0.2230  3.7462  2.9001  0.309
H  -3.6470  -3.3458  -3.1551  0.503
C  2.3135  1.8361  0.9109  -2.179
H  0.0504  3.2700  1.2067  0.133
H  -3.8683  -1.5302  -4.8376  0.521
C  0.0143  0.3337  -3.6129  2.048
H  3.1102  1.1013  1.0310  0.315
H  0.7282  0.3342  6.4281  0.561
P  -0.9347  -0.8701  -2.5746  0.978
H  -2.2450  -3.3953  -5.1583  0.551
C  5.0629  -2.1677  0.0155  -0.877
H  1.4178  4.2626  1.7150  0.539
H  1.4861  -0.6976  5.2266  0.334
H  1.1036  0.5999  -5.4421  0.505
H  -2.5783  1.5809  2.0143  0.748
H  -2.0596  3.1506  0.1547  0.233
H  -2.5256  -0.4766  -5.2587  0.314
H  -0.3728  -0.3227  -5.6683  0.393
P  0.4959  0.7674  2.6260  1.129
H  1.0813  -1.4617  3.1781  0.439
N  -2.4721  2.2387  -0.0174  -0.379
C  1.6301  2.1802  2.2469  1.990
H  -3.0917  2.3565  -0.8136  0.190
H  1.0434  -1.0770  -4.9243  0.318
C  1.1257  0.3135  5.4106  -1.781
C  4.7068  -2.5605  -1.2610  -0.860
H  6.0948  -2.2339  0.3307  0.404
C  0.2823  -2.1836  -2.1382  -0.894
H  -1.1090  2.0180  -2.7949  0.126
C  -2.9885  -2.6528  -2.6275  -1.743
B  0.4686  -1.3855  0.2988  -0.010
H  3.0983  -2.8366  -2.6765  0.430
H  0.2002  2.8358  4.9773  0.329
H  2.5648  -0.5606  2.9231  0.060
C  -0.8371  1.6038  -3.7701  -1.648
H  -4.3591  -1.4271  1.6938  0.201
N  -3.7689  -0.6126  1.8316  -0.417
Sr  -1.6764  0.0169  0.6363  0.887
H  1.6163  1.4349  0.1735  0.189
C  1.2628  0.7110  -2.7941  -2.189
C  2.4217  -2.0321  -0.8047  0.595
C  4.0945  -1.7067  0.9178  -0.677
C  0.7721  3.4339  2.0135  -1.817
H  -0.2597  2.3616  -4.3045  0.526
H  -5.1618  0.6643  0.7440  0.391
C  0.4604  -0.1579  -4.9873  -2.085
H  3.3146  1.6033  3.5109  0.333
H  -0.7865  -2.4282  -5.2866  0.296
H  -1.0679  1.9623  5.8253  0.519
H  1.9769  0.9873  5.3819  0.295
H  -3.9908  -0.2573  2.7574  0.225
H  -0.8799  -1.2590  4.0137  0.330
H  -3.9634  2.5654  1.5296  0.402
H  -1.3539  -0.5421  5.5488  0.546
H  -2.0295  0.0843  4.0501  0.138
C  1.5646  -0.7370  2.5164  -0.924
H  -1.7547  1.4320  -4.3314  0.312
H  2.2960  2.8625  4.2204  0.348
H  4.3771  -1.4245  1.9246  0.433
H  -3.4617  -0.1628  -3.7967  0.306
H  -3.6319  -1.9637  -2.0762  0.216
C  2.7851  -1.6377  0.4995  0.437
H  5.4622  -2.9323  -1.9390  0.413
C  -3.2821  1.7978  1.1657  -1.035
C  -0.5669  2.0716  4.8609  -2.016
H  -0.9167  -3.6672  -4.0419  0.326
H  2.7532  2.7475  0.4987  0.680
H  -3.7862  0.0833  -0.1863  0.829
C  -1.4653  -2.8947  -4.5789  -1.802
N  1.6279  -1.2599  1.1729  0.300
C  -3.0379  -0.9531  -4.4242  -1.944
H  1.6850  1.6321  -3.2023  0.683
C  -2.1140  -1.8803  -3.6291  1.718
H  -0.3442  -3.0657  -1.9777  0.440
N  1.0420  -1.8996  -0.9365  0.560
H  3.3770  3.2455  2.8910  0.482
H  0.9541  -2.4308  -2.9652  0.063
H  -1.3054  2.4431  4.1441  0.247
H  1.0424  0.8810  -1.7400  0.183
C  3.3715  -2.5042  -1.6824  -0.654
H  -2.4066  -3.2354  -1.9103  0.332
C  -4.0966  0.4529  0.8213  -1.155
C  2.7058  2.4794  3.2877  -1.894
C  -1.1183  -0.3148  4.5070  -1.773

Properties
* LUMO: -2.5 eV
* charge: +1

Entry 2:
Computed, not measured: an isolated molecule of C20H20N4O2S at a distorted geometry, with wB97M-V/def2-TZVPD.

Each line ends with the Mulliken charge.
Element x y z (Å)
C  -1.1854  0.6158  -1.3429  -0.131
C  1.4288  -0.0768  1.4723  -0.832
H  0.2727  4.2834  -1.6728  0.369
C  -0.8339  -4.1398  1.9829  -0.675
H  1.4378  1.0106  1.3500  0.420
H  2.0815  3.0951  -2.6868  0.479
S  2.6237  1.4856  -1.0328  -0.310
H  -3.3896  -2.0276  0.3231  0.451
C  -1.2975  2.6718  1.7659  -2.032
C  -1.1208  -4.5422  0.7131  -0.725
H  3.5644  -0.1772  1.7439  0.357
H  1.4245  3.8393  -0.4012  0.260
C  0.8955  -1.8546  -0.2831  0.758
H  2.7025  -1.6018  2.3315  0.327
C  -2.7692  -1.2696  -0.1332  -0.638
H  -0.1270  4.5619  0.0205  0.555
C  1.9299  2.0178  -2.6336  -0.822
H  -0.5021  3.3628  2.0335  0.478
H  -1.2033  -0.6395  -3.0879  0.473
C  0.3677  3.8798  -0.6664  -2.007
C  -1.6060  0.8040  -0.0121  1.007
N  1.7484  -0.8930  -2.0051  -0.437
C  2.6645  -0.5178  2.2509  -1.455
C  -1.0452  2.0487  0.4352  0.765
H  0.4490  -2.4662  2.6552  0.555
C  0.0136  -3.0197  1.8498  -0.300
O  0.0631  1.2174  -3.8591  -0.569
H  -1.3643  1.9024  2.5324  0.410
O  -0.5146  -3.7594  -0.1822  -0.353
C  0.1770  -2.8234  0.4982  0.251
N  -0.3341  1.6717  -1.6738  0.200
H  -2.7336  -0.0328  1.6193  0.423
C  -1.5438  -0.5023  -2.0748  -0.722
N  1.1075  -1.9763  -1.5732  -0.630
H  -2.6405  -2.3230  -1.9921  0.379
N  1.4028  -0.6569  0.1582  0.722
C  0.4697  1.6240  -2.8024  0.517
H  -1.7213  -5.3468  0.3370  0.530
C  1.9232  -0.1069  -0.9787  0.379
H  -2.2421  3.2170  1.7576  0.365
H  -1.1764  -4.5803  2.8966  0.486
H  2.6438  -0.0890  3.2488  0.439
H  2.4886  1.5313  -3.4338  0.516
C  -2.3453  -1.4387  -1.4496  -0.671
C  -2.4070  -0.1568  0.5973  -0.535
H  0.5091  -0.3653  1.9856  0.408
C  -0.2864  2.5436  -0.5815  0.563

Properties
* LUMO: 0.4 eV
* energy above the lowest of the compared OMol25 structures with the same formula, charge and spin: 43.9 kcal/mol
* charge: 0

Entry 3:
Computed, not measured: a cluster of 10 separate species, C54H138N10O17 in total at a distorted geometry, with wB97M-V/def2-TZVPD.

Each line ends with the Mulliken charge.
Element x y z (Å)
H  -4.4498  -1.2748  -1.7959  -0.338
O  0.1475  -2.4729  -6.6415  -0.289
H  0.7079  -0.1308  1.3311  -0.030
C  -6.0603  3.6876  -1.9165  0.095
H  4.7146  2.4865  -2.1072  0.134
H  -6.1774  -1.5444  -4.1302  0.035
C  5.6519  0.1375  -3.1331  -1.735
H  5.7950  1.0921  -3.6589  0.358
H  5.3261  0.2173  2.1275  0.097
C  -7.0378  -1.8971  -2.1329  -0.904
H  -3.2081  -6.0145  -3.1726  -0.061
C  -2.0986  8.1265  -0.6787  -0.633
O  0.7930  2.0661  10.9284  -0.374
H  0.6714  -3.0319  -8.6026  0.438
H  -4.5318  -2.8164  -5.6477  0.489
O  3.9712  2.6486  5.8118  -0.523
H  -2.6127  -2.5271  -0.7994  -0.021
H  3.1242  -1.5232  6.1245  -0.092
C  3.0808  -0.4855  8.4468  -0.295
H  1.7299  -4.1993  -6.4745  0.532
C  -3.1496  6.0280  -0.9073  -0.408
C  -1.1555  0.7640  5.2746  -0.480
H  -0.5891  3.4102  11.6277  0.296
H  0.6799  -1.8942  1.0834  0.458
O  4.0214  -1.4297  8.0032  -0.409
H  -0.6815  -3.9005  -7.8168  0.267
N  4.2851  -1.9039  -3.1601  -0.894
H  6.6323  -0.3403  -3.2861  0.390
H  3.5029  2.4601  3.8755  0.253
C  4.1435  -5.3923  1.2196  -0.542
H  3.5604  0.4784  8.6740  0.283
H  -0.1582  2.0962  12.7363  0.258
H  6.2997  1.4956  0.2247  0.644
H  5.4257  -3.2360  6.9679  0.403
H  5.2380  -4.1234  4.8016  0.299
C  4.5424  -0.5948  -3.8220  2.225
C  -4.2864  2.0708  -1.4685  -0.755
C  -0.2373  -5.6387  -1.4066  -0.691
H  2.5064  -3.8521  2.4283  0.317
H  3.8215  -1.7487  0.0192  -0.138
C  4.7858  -2.8146  6.1868  -0.601
C  4.0770  1.9070  4.6289  0.327
H  0.7721  -3.7644  -4.4065  -0.401
H  3.7451  -1.6081  -2.3473  0.097
H  5.3964  -2.0412  5.6864  0.217
H  1.8890  0.3258  -2.3455  -0.050
H  3.4850  -6.2465  1.4142  0.323
C  0.6687  2.1375  9.5495  -0.249
C  -2.8176  -2.7318  -4.3409  2.325
H  4.6720  0.6205  0.0131  -0.914
H  -0.3903  -4.6978  -0.8601  0.126
H  -8.2791  1.1510  -5.0055  0.276
H  -4.2706  1.0468  -1.1026  0.074
H  3.7814  -4.7757  0.3842  0.063
H  1.6383  1.9386  9.0778  0.029
N  4.3592  -3.8037  5.2071  -0.390
C  1.7384  -4.9980  -2.4685  0.299
H  2.3735  -0.1970  7.6587  -0.095
H  5.5384  -1.1904  -5.5988  0.395
H  -5.0551  -1.4599  -0.1676  0.790
H  -6.1834  1.9752  -0.8296  0.283
H  3.2400  -3.3397  -5.8784  0.745
H  -3.8698  1.3120  -3.4861  0.246
C  0.2168  4.4554  -0.2934  -0.260
C  -0.1980  -2.9311  -7.9522  -0.981
H  -6.3712  -3.2443  -0.8403  0.272
C  3.3188  -4.2393  3.0575  -0.851
N  -1.6163  -1.9024  -4.0810  0.783
N  -1.1457  4.9714  -0.0861  -0.296
O  -3.4366  -4.9550  -4.9043  -0.417
H  0.6096  4.7634  -1.2778  0.265
C  -2.3416  -4.0926  -4.6945  -0.104
H  2.0730  -1.9876  -7.2822  0.604
H  -0.9123  -2.2304  -8.3857  0.275
C  -0.3535  2.3332  11.6958  -0.691
C  -7.4260  0.5117  -4.7720  -0.509
C  1.6476  7.1201  1.7304  -0.787
H  2.1769  1.9041  6.4429  0.115
C  -8.1951  5.3805  -0.6458  -0.634
H  2.2480  -5.7276  -1.8200  0.505
H  0.5675  3.2026  9.2343  0.283
H  3.9325  1.2936  2.0635  0.061
C  2.1589  -3.4275  -5.8144  -1.136
C  -7.5240  3.8240  -2.2829  -0.502
H  2.6343  -2.8323  4.3884  0.141
H  0.0886  3.3738  -0.2350  0.019
O  -7.7320  -0.3004  -3.6771  -0.447
C  1.2014  -0.9603  0.8244  -1.630
H  -0.8144  -0.6842  -1.1553  -0.045
H  0.0771  -1.4273  -2.3311  -0.467
N  -0.0075  -1.2651  -1.3385  0.776
H  -2.9838  -5.3485  -0.5932  -0.199
H  -1.5023  -0.3356  7.0405  0.328
H  3.4543  -4.8618  -3.7980  0.530
H  -3.8121  5.3126  -0.4139  0.039
H  -3.6706  -3.6544  -1.6725  0.058
H  3.3820  2.1004  -6.4670  0.333
H  -1.9731  -0.9790  -3.8300  -0.305
H  -8.8050  6.2815  -0.5361  0.274
H  2.9277  0.4369  -0.9931  -1.081
H  -2.3346  1.2784  7.0869  0.544
H  3.6925  -2.5306  -3.6937  0.243
O  -3.8239  -3.7299  0.3893  -0.484
H  -2.5258  8.4447  -1.6441  0.313
H  0.3883  -6.2854  -0.7820  0.473
H  0.4072  0.6325  7.2754  -0.121
H  -1.4270  1.5340  -4.3279  0.329
H  5.7596  3.0988  2.5376  0.314
C  4.5857  -0.7038  -5.3417  -0.086
H  -3.9543  2.8606  -0.7937  0.576
H  -8.8168  4.6355  -0.1122  0.285
C  1.1940  -0.8776  -0.6875  2.567
C  5.0252  3.0741  -1.2381  -0.862
H  6.0242  2.7129  4.7352  0.536
H  -5.8818  4.3247  -1.0349  -0.041
H  2.6372  -0.8183  9.3911  0.316
O  4.5582  0.5073  -6.0465  -0.454
H  -1.0615  3.0865  -3.5978  0.342
C  2.3623  -4.8500  -3.8397  -1.145
C  3.5350  1.3602  -5.6907  -0.163
H  -0.0638  0.1125  2.9929  0.454
H  -1.2351  1.7688  11.3701  0.286
H  -1.8628  -3.9710  -5.6873  -0.152
C  -1.9128  5.2707  -1.3247  0.114
H  1.7646  -4.0409  -1.9209  -0.434
N  -0.2986  1.3492  7.4669  -0.061
H  5.0946  -5.8065  0.8542  0.355
C  -3.3058  -6.1617  -4.2567  -0.418
H  -2.1388  8.9793  -0.0125  0.242
O  4.5863  2.6387  0.0113  -0.055
H  2.6263  3.5159  7.0562  0.228
H  -1.4967  -4.4482  -4.0965  0.225
O  1.0703  6.4431  0.6531  -0.260
O  -8.0151  5.1381  -1.9929  -0.424
H  -7.8237  -2.6181  -2.3527  0.307
H  -3.7584  6.3452  -1.7784  0.406
H  2.1390  4.6550  0.6789  0.539
H  3.6135  0.0216  -3.7566  -0.926
H  -1.1842  -6.1168  -1.6307  0.156
O  -2.2064  1.7293  -2.3947  -0.017
H  2.8700  -2.9268  7.1677  0.228
H  2.7505  7.1885  1.6236  0.278
C  3.6238  -3.2000  4.1089  -0.107
H  4.0461  -2.1989  1.6757  0.491
H  2.0889  3.3568  5.3638  0.246
H  0.4220  -1.5068  3.5362  -0.009
O  0.3730  -5.3600  -2.6436  -0.291
C  -6.5954  -1.0408  -3.2509  1.136
H  2.5783  0.8089  -5.6171  -0.042
N  1.7849  -3.6387  -4.4273  0.672
H  -7.2570  5.4903  -0.0938  0.211
C  -4.8103  -2.0260  -1.0862  -0.094
H  -2.1056  0.7266  4.7230  0.441
H  1.4032  1.3413  -0.9789  -0.503
C  1.4879  -2.1727  -6.3723  -0.506
H  -4.0150  -5.7192  0.7741  0.293
H  -3.1947  -2.1868  -6.4234  0.229
C  3.6146  -2.1625  6.8836  0.153
O  2.4791  -0.9783  1.3783  0.446
H  -4.3090  -6.6135  -4.2933  0.320
H  -6.5552  1.1433  -4.5569  0.093
H  -0.5716  1.6417  4.9824  0.239
C  1.1173  5.0326  0.7887  -0.821
H  -2.3987  -5.0332  1.0908  0.217
C  -1.2336  2.0271  -3.3582  -0.561
H  5.5767  0.2496  -2.0584  0.335
H  -1.3811  1.8999  9.2201  0.572
H  1.3576  8.1690  1.6867  0.257
H  3.6973  1.8111  -4.7083  0.046
H  1.4668  -1.3464  -5.6648  -0.084
H  -1.2762  -1.1468  3.2867  0.347
C  -0.4754  1.3763  8.8981  -0.657
H  6.0528  0.9636  4.4185  0.169
H  2.1103  -5.7717  -4.3995  0.418
H  -8.1409  3.1373  -1.6976  0.381
C  5.2300  1.4588  0.4491  0.370
H  -7.7390  3.7835  -3.3453  0.201
H  2.9327  -5.1407  3.5507  0.781
N  -5.9357  -2.7777  -1.6351  -0.297
C  -3.2565  -5.0174  0.4150  -0.175
H  1.4734  6.6137  2.6806  0.322
H  4.1838  -2.3784  3.6241  0.076
H  -5.8718  -0.2826  -2.9167  -0.671
H  0.7274  4.6885  1.7604  0.360
C  -3.6350  -2.9424  -0.8222  -0.002
C  -3.5598  2.1045  -2.7983  -0.693
O  -2.9773  7.1610  -0.1405  -0.435
H  -4.0954  -1.1232  -5.3464  0.264
H  -1.0872  7.7414  -0.8164  0.230
N  -5.7753  2.2731  -1.7154  -0.135
N  5.7193  2.1264  2.7834  -0.329
C  1.8569  0.3869  -1.2487  1.256
C  5.5346  1.9000  4.1992  -1.206
H  -2.6078  -6.8847  -4.6709  0.296
H  -1.0289  -1.7855  -4.9018  -0.097
H  3.7831  -1.3120  -5.7670  -0.316
H  -0.3031  1.6125  -2.9664  -0.160
O  -0.3069  -0.3479  4.9908  -0.288
C  -3.6915  -2.1306  -5.4349  -1.805
H  -0.5358  0.3490  9.3015  0.296
C  3.2660  -2.0448  0.9229  -0.434
H  -2.1744  4.3710  -1.8810  -0.591
C  2.6285  2.8669  6.1851  -0.358
O  4.4702  -4.6379  2.3719  -0.419
H  -1.1711  5.9041  -1.8580  0.617
H  -1.1319  5.7854  0.5120  0.413
H  3.7272  0.8854  4.8161  0.189
C  -0.3291  -0.7248  3.6517  -0.640
H  2.7468  -2.9914  0.7544  0.021
H  -7.3976  -1.3003  -1.2828  0.330
H  -3.4829  -2.7500  -3.4717  -1.524
C  5.0282  1.2508  1.9253  -0.197
H  6.1246  3.1529  -1.3718  0.355
H  -7.2896  -0.0983  -5.6801  0.309
H  1.9663  -1.6306  -0.9286  -1.695
H  4.7608  4.1305  -1.3561  0.359
H  -3.5253  3.0904  -3.2651  0.508
H  -5.4365  4.1293  -2.6926  0.196
C  -1.4588  0.7245  6.7584  -0.766

Properties
* LUMO: 0.4 eV
* energy above the lowest of the compared OMol25 structures with the same formula, charge and spin: 22.9 kcal/mol
* charge: 0

The E_HOMO results, record by record, are as follows: -8.90 -7.81 -8.28 eV.
The Kohn-Sham gap results, record by record, are as follows: 6.36 8.22 8.73 eV.
The calculated total energy results, record by record, are as follows: -53852.37872 -41955.08711 -107930.57599 eV.